Here is a cluster of 3 separate species, C6H15NO2 in total from OMol25. Energies are from wB97M-V/def2-TZVPD.

As for the energy above the lowest of the compared OMol25 structures with the same formula, charge and spin: 178.6 kJ/mol. As for the HOMO energy: -9.178 eV. As for the structure (SMILES): [H]/N=C\O.CC(C)C=O.C. The calculation puts the orbital gap at 0.361 Ha. The total energy is -442.8132 Eh.

Cartesian coordinates (Å):
C1 0.0234 -0.1060 -0.9937
C2 -0.1432 -0.9938 2.0073
C3 1.3050 0.5617 -1.4239
C4 -3.3138 0.3376 1.7733
C5 1.1519 0.8863 -2.9165
C6 2.5183 -0.3261 -1.1842
N1 0.6918 -0.3577 1.3317
O1 -1.0120 0.4703 -0.7805
O2 -0.4861 -0.7080 3.2752
H1 -2.5946 0.3776 0.9652
H2 -1.2038 -1.2644 3.5989
H3 1.0936 0.4445 1.8114
H4 0.0603 -1.2110 -1.0319
H5 -0.6244 -1.8544 1.5490
H6 1.4066 1.5014 -0.8745
H7 -2.8552 0.6925 2.6891
H8 -4.1568 0.9728 1.5296
H9 -3.6635 -0.6796 1.9061
H10 1.0193 -0.0282 -3.4916
H11 2.0435 1.3976 -3.2776
H12 0.2880 1.5284 -3.0809
H13 3.4294 0.1916 -1.4776
H14 2.4391 -1.2398 -1.7704
H15 2.5831 -0.5934 -0.1335

Here are the natural (NBO) charges for atoms 1 to 5, given in e: number 1, C, carries 0.493; number 2, C, carries 0.436; number 3, C, carries -0.334; number 4, C, carries -0.868; number 5, C, carries -0.594



Here is the molecule CH4N2O2 from OMol25. Energies are from wB97M-V/def2-TZVPD.

As for the energy above the lowest of the compared OMol25 structures with the same formula, charge and spin: 656.4 kJ/mol. As for the HOMO energy (spin up / spin down): -9.120 / -9.119 eV. The calculation puts the orbital gap (spin up / spin down) at 0.329 / 0.329 Ha. The total energy is -300.2376 Eh.

Cartesian coordinates (Å):
C1 -0.9665 -0.4655 -0.0073
N1 1.0134 0.9279 -0.0296
N2 0.4182 -0.1643 -0.0652
O1 2.1817 1.1409 -0.0368
O2 1.2799 -1.5188 -0.0339
H1 -1.6942 0.3494 -0.4418
H2 -1.4362 -0.6628 1.0673
H3 -1.2862 -1.3468 -0.6936
H4 0.4898 1.7400 0.2409

Here are the natural (NBO) charges for atoms 1 to 5, given in e: number 1, C, carries -0.474; number 2, N, carries 0.224; number 3, N, carries 0.075; number 4, O, carries -0.350; number 5, O, carries -0.555